DFT (ωB97M-V/def2-TZVPD) results for a cluster of 7 separate species, C28H56O21 in total in a non-equilibrium geometry.

Structure (XYZ):
```
105
Properties=species:S:1:pos:R:3:forces:R:3
C 8.954050 2.179290 8.605970 -0.06 0.33 -0.48
C 8.313560 3.329020 9.402790 -1.04 -1.77 0.08
O 8.552560 4.631140 8.921100 -0.63 2.88 -2.39
C 7.774470 5.245060 7.894820 -0.84 -0.95 1.63
O 6.862300 4.686090 7.273900 3.05 1.87 1.58
O 8.122250 6.655560 7.866630 -0.22 -3.70 -0.50
C 7.511580 7.264460 6.736190 -1.24 0.55 -0.73
H 8.608400 1.190650 8.908000 -0.14 0.15 0.53
H 10.043090 2.151510 8.642310 -0.09 0.26 0.10
H 8.641160 2.205280 7.562170 0.01 0.34 -0.12
H 8.601270 3.298540 10.453690 0.67 0.39 -0.12
H 7.245270 3.137080 9.502900 -0.28 0.16 -0.55
H 6.651550 7.853300 7.055130 -0.25 -0.26 0.23
H 7.167590 6.511630 6.026940 -0.02 0.09 0.12
H 8.088360 7.996700 6.171180 0.99 -0.33 0.54
C 16.595100 3.838230 15.990200 -2.10 1.28 0.80
C 17.044410 3.107870 14.774180 -0.25 0.08 0.23
O 17.118680 4.042890 13.688630 -0.71 0.95 -2.05
C 15.940870 4.427130 13.032640 -0.75 0.04 1.87
O 14.824570 4.023610 13.362710 2.22 0.82 -1.28
O 16.251190 5.402910 12.134580 1.56 -0.98 0.53
C 15.293220 6.218660 11.472930 -2.26 -0.79 0.69
H 17.275280 4.635500 16.289900 0.55 -0.51 0.15
H 16.258400 3.234850 16.833210 0.68 -0.34 0.04
H 15.695240 4.427350 15.813290 -0.32 -0.12 -0.47
H 16.462550 2.250140 14.436760 -0.17 0.04 0.43
H 18.034220 2.795100 15.106660 0.41 -0.18 -1.31
H 14.569760 6.501190 12.237710 -0.18 0.26 -0.13
H 14.733270 5.650590 10.730050 0.12 -0.24 -0.01
H 15.622230 7.125910 10.966230 1.14 -0.37 0.48
C 9.175360 -7.382260 9.886580 -0.37 0.96 0.13
C 9.181380 -5.987850 9.177880 -0.24 -0.72 1.46
O 7.756520 -5.519710 9.125800 0.66 0.22 -1.69
C 7.129460 -4.725790 10.009130 0.75 -1.82 2.80
O 7.560460 -4.486330 11.137780 -0.83 0.50 -2.14
O 5.856550 -4.538820 9.581570 1.67 -0.15 -0.89
C 4.865280 -3.983970 10.401570 -0.58 0.03 1.42
H 10.150000 -7.798390 10.141570 0.23 0.40 -0.25
H 8.687320 -8.099920 9.227120 -0.11 0.06 0.05
H 8.618110 -7.316800 10.821070 -0.06 -0.01 -0.04
H 9.658150 -6.184290 8.217560 -1.24 0.46 -0.73
H 9.834460 -5.212810 9.579010 -0.45 -0.13 0.73
H 4.421290 -4.722220 11.069380 -0.12 -0.65 -0.43
H 4.093440 -3.600590 9.734200 0.22 0.20 0.21
H 5.203950 -3.284980 11.166310 0.47 0.62 -0.69
C 10.384820 0.294220 15.819620 1.13 -0.72 -0.97
C 9.063010 0.496840 16.437440 -0.55 1.85 0.12
O 8.596960 1.761090 15.865360 -0.71 0.68 -0.35
C 7.540470 2.413100 16.342210 -2.02 2.15 -0.41
O 7.007730 3.384800 15.762910 1.71 -3.14 2.16
O 7.129830 1.858160 17.544590 2.35 -0.89 -1.50
C 6.174790 2.369310 18.382640 -2.38 0.86 0.41
H 11.059960 1.138730 15.957830 -0.13 0.03 0.39
H 10.335690 0.152920 14.739940 -0.26 -0.06 -0.07
H 10.852050 -0.605660 16.219640 0.07 -0.01 0.15
H 9.188450 0.741540 17.492180 -0.41 -0.91 0.15
H 8.301870 -0.225390 16.142230 0.25 -0.32 0.63
H 6.417850 3.342090 18.810100 -0.02 0.16 -0.42
H 5.919910 1.731530 19.229030 1.06 -0.58 0.00
H 5.209470 2.339690 17.877300 -0.11 0.86 -0.28
C 5.925060 -4.399640 5.814040 1.07 0.15 0.90
C 6.414560 -3.070030 6.436000 -0.43 -0.46 -0.94
O 7.759810 -2.865290 5.932520 0.22 -0.62 -1.23
C 8.504680 -1.771070 6.104540 0.38 -1.26 -0.30
O 8.263140 -0.963150 6.930350 -0.07 1.97 1.06
O 9.604400 -1.822480 5.293390 0.61 1.59 0.60
C 10.584690 -0.652340 5.348160 -0.33 -0.62 -0.71
H 4.892510 -4.539450 6.134040 0.03 -0.21 -0.18
H 6.553220 -5.222070 6.156280 -0.21 -0.13 0.27
H 6.036470 -4.413450 4.729830 -0.31 0.41 0.02
H 6.361470 -3.031670 7.524030 0.31 -0.20 -0.09
H 5.668700 -2.378930 6.043360 0.64 0.90 0.01
H 10.303240 0.159110 4.677010 -0.82 -0.16 0.15
H 11.523200 -0.978510 4.899940 -0.26 -0.79 0.14
H 10.858860 -0.204510 6.303350 -0.79 -0.59 0.39
C 10.795630 -2.555410 9.828020 -0.47 -0.33 0.92
C 9.958900 -1.257610 9.799840 1.83 -0.87 0.26
O 10.163220 -0.546150 11.051190 1.21 1.15 -0.58
C 11.084860 0.484990 11.074400 -0.76 0.06 -1.24
O 11.570940 1.088960 10.122280 -0.68 -1.38 1.78
O 11.279570 0.726140 12.369800 -0.46 0.55 0.24
C 11.973200 1.879470 12.829050 1.78 0.46 1.20
H 10.364690 -3.305420 10.491250 -0.37 -0.11 -0.14
H 11.778630 -2.424390 10.280380 0.17 0.52 -0.30
H 10.920220 -2.971060 8.828110 -0.11 0.02 -0.04
H 8.888000 -1.451110 9.737910 0.22 0.28 -0.34
H 10.442520 -0.753840 8.962930 -0.95 0.88 0.07
H 11.566540 2.888110 12.902250 -1.15 -0.21 -1.42
H 12.979780 1.959620 12.418580 -0.17 -0.10 -0.33
H 12.121930 1.771350 13.903430 0.10 -0.92 0.01
C 13.690020 -2.102860 16.234050 -0.52 -0.37 -1.38
C 13.378110 -2.349310 14.707580 -0.52 2.50 1.31
O 14.156410 -1.357450 13.922160 0.33 -1.24 2.08
C 14.127660 -1.464130 12.621980 -0.34 -1.63 0.13
O 13.702110 -2.417050 12.020800 -0.20 0.16 -0.71
O 14.696320 -0.390830 12.156940 -0.68 -0.55 4.01
C 14.815110 -0.123790 10.878250 1.78 1.86 -4.28
H 13.203860 -1.195340 16.592020 0.24 0.14 -0.19
H 14.755290 -2.069390 16.462460 -0.09 -0.15 -0.08
H 13.196150 -2.921790 16.757080 0.26 -0.11 0.19
H 12.407150 -1.889880 14.522480 -0.57 -0.94 0.22
H 13.362090 -3.411630 14.464040 0.75 0.38 -0.68
H 15.489010 -0.768880 10.314510 0.04 -0.53 0.20
H 15.363380 0.808570 11.013110 -0.16 0.52 -1.36
H 13.927340 0.003390 10.258730 -0.39 0.06 0.50
```
Forces are in eV/Å.

- Charge: 0
- LUMO energy: 0.021 hartree
- Frontier orbital gap: 11.11 eV
- Largest force on an atom: 5.0 eV/A
- Energy relative to the best compared isomer or geometry (same formula, charge and spin): 133.74 kcal/mol
- SMILES: CCOC(=O)OC.CCOC(=O)OC.CCOC(=O)OC.CCOC(=O)OC.CCOC(=O)OC.CCOC(=O)OC.CCOC(=O)OC
- Electronic energy: -72937.3237 eV